Entry 1:
{"formula": "C4H7NO", "method": "ωB97M-V/def2-TZVPD", "orbital_gap_ha": 0.3495, "spin_multiplicity": 1, "de_lowest_kcal_mol": 117.0, "total_charge": 0, "species": ["C", "C", "N", "C", "C", "O", "H", "H", "H", "H", "H", "H", "H"], "coordinates": [[-0.47176, 1.24113, 0.73987], [0.65874, 0.52962, 0.03011], [1.02823, -0.76033, 0.66300], [0.39504, -0.52081, -0.96976], [-0.97271, -1.05822, -1.02387], [-1.37580, -2.12138, -0.60008], [-1.23995, 0.52545, 1.04700], [-0.92431, 1.98826, 0.07886], [-0.10121, 1.75524, 1.63189], [1.51217, 1.18157, -0.17236], [2.05395, -0.79173, 0.63273], [0.98299, -1.48005, -0.31756], [-1.62159, -0.39645, -1.64532]], "forces_ev_per_a": [[-0.04, 0.00, -0.01], [0.01, 0.25, -0.03], [0.13, -0.08, 0.14], [-0.29, 0.19, -0.15], [-0.01, -0.22, 0.11], [0.13, 0.39, -0.16], [0.09, 0.09, -0.05], [0.07, -0.10, 0.09], [-0.05, -0.07, -0.13], [-0.13, -0.12, 0.02], [-0.12, -0.04, -0.05], [0.18, -0.19, 0.15], [0.03, -0.08, 0.07]]}

***

Entry 2:
{"formula": "CHI2O3S", "method": "ωB97M-V/def2-TZVPD", "orbital_gap_ha": 0.2901, "spin_multiplicity": 1, "de_lowest_kcal_mol": 16.5, "total_charge": -1, "species": ["C", "O", "O", "O", "S", "I", "I", "H"], "coordinates": [[0.94656, -0.54966, -0.70339], [-2.60744, 1.21019, 0.26512], [-0.57120, 1.97354, 1.31976], [0.14354, 0.43392, -0.82257], [-1.30299, 0.84596, 0.79747], [1.69491, -0.51558, 1.41090], [-0.10534, -2.58032, -0.81998], [1.80196, -0.81805, -1.44731]], "forces_ev_per_a": [[-0.49, 1.07, -0.52], [0.61, -0.35, -0.26], [0.02, 0.00, -0.03], [1.48, -1.20, -1.38], [-0.98, 0.51, 0.67], [1.04, -0.39, 0.27], [-0.33, -0.61, -0.19], [-1.34, 0.98, 1.43]]}

***

Entry 3:
{"formula": "C28H22BF2IMnN4O5", "method": "ωB97M-V/def2-TZVPD", "orbital_gap_ha": [0.2464, 0.2297], "spin_multiplicity": 2, "de_lowest_kcal_mol": 0.0, "total_charge": -2, "species": ["Mn", "O", "C", "C", "C", "C", "C", "C", "C", "O", "N", "N", "C", "C", "C", "C", "C", "C", "C", "O", "H", "H", "H", "H", "H", "H", "H", "H", "H", "H", "C", "C", "N", "C", "C", "C", "O", "C", "C", "N", "C", "C", "C", "C", "C", "C", "I", "C", "O", "H", "H", "H", "H", "H", "H", "H", "H", "H", "H", "H", "H", "F", "B", "F"], "coordinates": [[0.48624, 0.18195, 0.10826], [-2.38828, -1.66288, -2.26403], [-2.07521, -1.24672, -3.50364], [-2.81377, -1.77628, -4.55722], [-2.56600, -1.36791, -5.85622], [-1.58927, -0.41812, -6.13343], [-0.84511, 0.10762, -5.09044], [-1.06827, -0.31005, -3.78614], [-0.29310, 0.21848, -2.65201], [0.43049, -0.66722, -1.91482], [-0.44749, 1.44015, -2.31375], [0.12848, 1.70352, -1.07321], [0.19803, 2.95161, -0.78844], [0.58080, 3.46774, 0.49933], [0.81650, 4.84851, 0.59712], [1.12028, 5.46631, 1.79102], [1.16854, 4.67192, 2.94384], [0.91704, 3.32287, 2.88667], [0.61526, 2.65056, 1.66768], [0.37344, 1.38599, 1.70075], [-1.96519, -1.12891, -1.53976], [-3.57896, -2.50802, -4.32819], [-3.14586, -1.79839, -6.66510], [-1.39678, -0.10542, -7.15142], [-0.05028, 0.81882, -5.26987], [-0.08167, 3.66239, -1.56390], [0.75639, 5.43686, -0.31414], [1.31135, 6.53089, 1.83747], [1.40554, 5.12846, 3.89993], [0.94962, 2.70833, 3.77895], [-4.28455, -0.87932, 0.36996], [-3.25738, -1.44111, 1.30940], [-3.69224, -2.16519, 2.33485], [-2.80323, -2.62873, 3.22405], [-1.44857, -2.36113, 3.14935], [-0.52104, -2.81540, 4.24396], [-0.29560, -1.80985, 5.24651], [-0.96766, -1.62037, 2.06210], [0.46305, -1.23805, 1.97945], [1.23559, -1.63942, 1.02682], [2.55113, -1.04909, 1.01931], [3.66897, -1.61949, 1.58823], [4.87040, -0.91063, 1.49165], [4.89404, 0.31293, 0.84042], [3.72348, 0.84684, 0.28255], [2.52109, 0.16599, 0.34277], [2.82664, -0.08867, -3.90384], [-1.87212, -1.14742, 1.08233], [-1.46765, -0.44054, 0.05061], [-5.26249, -0.92416, 0.84608], [-4.31609, -1.44079, -0.56424], [-4.03332, 0.15090, 0.10578], [-3.19616, -3.22298, 4.04642], [0.43600, -3.13779, 3.82004], [-0.95496, -3.66112, 4.77763], [-0.13864, -0.97779, 4.78636], [0.87037, -0.64301, 2.80247], [3.61649, -2.58064, 2.09714], [5.77764, -1.31602, 1.92710], [5.83264, 0.85907, 0.76289], [3.78116, 1.80447, -0.23204], [0.84332, -2.37562, -3.52887], [1.42429, -1.54532, -2.60743], [2.22267, -2.17361, -1.72508]], "forces_ev_per_a": [[0.28, 0.24, 0.39], [0.11, 0.23, 0.10], [0.06, 0.07, 0.00], [-0.01, -0.01, -0.12], [-0.01, -0.01, -0.07], [-0.07, -0.04, -0.02], [-0.02, -0.08, 0.13], [-0.17, -0.13, -0.21], [0.13, 0.03, 0.23], [0.15, 0.25, -0.08], [0.07, -0.51, -0.04], [-0.01, 0.27, 0.11], [0.01, -0.08, -0.01], [-0.02, 0.14, -0.04], [0.03, 0.01, 0.05], [-0.02, -0.04, -0.13], [-0.02, -0.11, 0.08], [0.01, 0.05, 0.08], [-0.01, -0.23, 0.10], [-0.04, 0.33, -0.08], [-0.03, -0.20, 0.04], [0.01, 0.02, -0.01], [0.00, 0.00, -0.01], [0.00, 0.00, -0.02], [0.01, 0.01, 0.00], [-0.02, 0.00, -0.03], [0.00, -0.01, 0.00], [0.00, 0.00, -0.01], [0.00, -0.02, 0.00], [0.01, 0.02, -0.01], [0.09, 0.04, 0.00], [0.32, 0.08, -0.07], [0.22, -0.02, 0.05], [-0.09, 0.10, -0.15], [0.04, 0.10, -0.05], [0.01, 0.08, -0.01], [-0.03, -0.08, -0.08], [-0.36, -0.02, 0.01], [0.04, 0.23, -0.31], [0.03, -0.41, -0.04], [-0.12, -0.24, 0.08], [0.16, -0.10, 0.10], [-0.08, -0.06, 0.02], [-0.02, 0.13, -0.02], [0.32, 0.14, -0.19], [-0.32, 0.05, -0.01], [0.08, 0.08, -0.05], [0.09, -0.13, 0.23], [-0.38, -0.22, 0.18], [-0.02, 0.01, 0.00], [0.02, -0.03, -0.07], [-0.02, -0.04, 0.02], [-0.01, 0.04, -0.04], [0.00, 0.02, 0.02], [-0.02, -0.02, 0.00], [-0.01, 0.00, -0.01], [0.00, 0.03, -0.07], [0.00, 0.09, -0.08], [0.00, -0.01, -0.01], [-0.09, -0.03, 0.00], [0.02, -0.02, 0.05], [-0.03, 0.03, 0.03], [-0.25, -0.06, 0.01], [-0.01, 0.03, 0.04]]}

***

Entry 4:
{"formula": "C3H5Br2NO2", "method": "ωB97M-V/def2-TZVPD", "orbital_gap_ha": [0.2914, 0.3112], "spin_multiplicity": 1, "de_lowest_kcal_mol": 157.8, "total_charge": 0, "species": ["C", "C", "C", "N", "O", "O", "Br", "Br", "H", "H", "H", "H", "H"], "coordinates": [[-1.41750, 0.23259, 1.09623], [-0.30313, 0.53921, 0.11230], [0.76130, -0.39913, -0.24444], [1.56766, -0.30839, -1.46170], [1.18584, 0.55216, -2.23268], [2.53579, -1.01638, -1.44505], [0.64524, 2.10724, 0.86450], [1.42598, -1.56181, 1.05768], [-2.16362, -0.47063, 0.85577], [-1.78639, 1.21087, 1.43038], [-0.94639, -0.22597, 1.98810], [-0.55479, 0.92096, -0.78942], [-0.94997, -1.58073, -1.23166]], "forces_ev_per_a": [[1.85, 0.50, 1.64], [1.11, -0.36, 1.49], [-1.06, -2.13, 1.05], [-1.24, 0.96, 2.27], [0.65, -0.40, -0.82], [0.83, -0.07, -1.63], [0.46, 0.40, 0.23], [-0.11, 0.26, -0.14], [-0.97, -0.56, -1.11], [-0.41, -0.54, -0.24], [-0.10, 0.40, -0.26], [-1.58, 1.31, -2.70], [0.57, 0.24, 0.21]]}